1.
A molecular structure, C3H7N3OS at a distorted geometry. Source: OMol25; level of theory: ωB97M-V with the def2-TZVPD basis set.

HOMO-LUMO gap, hartree: 0.3372
HOMO, eV: -8.89
ΔE to the lowest compared entry with this formula, charge and spin, eV: 7.582
E_tot, a.u.: -755.95569

```
15
C3H7N3OS, DFT ωB97M-V with the def2-TZVPD basis set
C -2.315 -0.529 -0.177
C -0.188 0.379 -0.137
C 2.421 0.200 0.212
H -3.352 -0.485 -0.893
H -1.742 -1.893 -0.236
H -2.765 -0.263 1.077
H -0.127 2.187 -0.479
H 2.537 0.450 1.217
H 3.427 0.298 -0.288
H -0.510 -1.693 0.563
N -1.436 0.630 -0.420
N 0.465 1.567 0.077
N 0.188 -0.835 0.365
O 1.747 1.348 -0.467
S 1.650 -1.360 -0.412
```

=====

2.
A molecular structure, C42H35BaBrN11O3S2. Source: OMol25; level of theory: ωB97M-V with the def2-TZVPD basis set.

HOMO-LUMO gap, hartree: 0.2040
HOMO, eV: -8.88
ΔE to the lowest compared entry with this formula, charge and spin, eV: 0.630
E_tot, a.u.: -5845.37447
Charge: +1

```
95
C42H35BaBrN11O3S2, DFT ωB97M-V with the def2-TZVPD basis set
Ba 0.022 -0.176 -0.020
C 5.975 1.650 0.259
C 5.037 0.856 0.900
C 3.863 0.517 0.244
C 3.657 0.963 -1.055
C 4.590 1.764 -1.708
C 5.750 2.107 -1.034
N 2.425 0.559 -1.655
N 2.398 0.658 -2.889
C 1.156 0.287 -3.520
C 1.224 0.234 -4.904
C 0.062 -0.096 -5.586
C -1.092 -0.350 -4.864
C -1.054 -0.280 -3.477
N 0.062 0.033 -2.816
H 6.885 1.929 0.774
H 5.211 0.513 1.911
H 3.114 -0.097 0.726
H 4.399 2.110 -2.713
H 6.485 2.736 -1.518
H 2.152 0.458 -5.408
H 0.059 -0.145 -6.666
H -2.020 -0.595 -5.360
H -1.929 -0.458 -2.860
Br -9.832 -0.353 2.455
C -8.859 1.152 1.846
C -7.676 1.496 2.481
C -6.949 2.584 2.028
C -7.424 3.317 0.950
C -8.635 3.003 0.351
C -9.350 1.898 0.785
N -6.761 4.518 0.517
N -5.574 4.518 0.181
C -4.809 3.316 0.055
C -5.247 2.202 -0.615
C -4.405 1.100 -0.802
C -3.103 1.069 -0.317
O -2.328 0.041 -0.459
C -2.622 2.255 0.365
N -1.345 2.252 0.850
C -0.907 3.323 1.469
C -1.672 4.488 1.657
C -2.952 4.512 1.184
C -3.471 3.375 0.525
H -7.327 0.914 3.323
H -6.019 2.855 2.509
H -9.008 3.622 -0.455
H -10.286 1.630 0.316
H -6.250 2.157 -1.017
H -4.770 0.229 -1.332
H 0.115 3.286 1.840
H -1.241 5.339 2.166
H -3.581 5.384 1.299
S 4.339 -5.143 5.008
N 3.943 -5.328 3.455
C 3.290 -4.232 3.097
C 2.770 -3.960 1.775
C 2.920 -4.861 0.721
C 2.440 -4.523 -0.522
C 1.833 -3.279 -0.681
N 1.676 -2.421 0.313
C 2.116 -2.739 1.540
C 1.915 -1.778 2.662
N 1.220 -0.654 2.439
C 1.032 0.214 3.418
C 1.564 0.037 4.693
C 2.277 -1.110 4.950
C 2.452 -2.046 3.931
C 3.153 -3.293 4.140
N 3.705 -3.685 5.279
H 3.419 -5.804 0.898
H 2.541 -5.190 -1.366
H 1.461 -2.971 -1.652
H 0.442 1.095 3.187
H 1.402 0.782 5.459
H 2.699 -1.304 5.927
N -3.165 -4.852 -0.613
C -2.953 -4.015 0.560
C -1.792 -3.067 0.326
O -1.258 -2.421 1.193
O -1.433 -2.947 -0.953
H -4.142 -5.064 -0.759
H -2.667 -5.732 -0.547
H -2.020 -3.580 -1.436
H -2.788 -4.542 1.502
H -3.817 -3.363 0.708
C 2.375 5.019 2.720
S 2.791 3.602 1.693
C 2.347 4.295 0.093
H 2.966 5.891 2.441
H 2.603 4.769 3.755
H 1.316 5.272 2.654
H 1.276 4.490 0.020
H 2.630 3.580 -0.678
H 2.893 5.220 -0.089
```

=====

3.
A molecular structure, C30H45BrO2P2Ru at a distorted geometry. Source: OMol25; level of theory: ωB97M-V with the def2-TZVPD basis set.

Multiplicity: 6
HOMO-LUMO gap (alpha / beta), hartree: 0.1833 / 0.0914
HOMO (alpha / beta), eV: -8.24 / -9.94
ΔE to the lowest compared entry with this formula, charge and spin, eV: 2.250
E_tot, a.u.: -4671.69397
Charge: +1

```
81
C30H45BrO2P2Ru, DFT ωB97M-V with the def2-TZVPD basis set
Ru -1.163 1.116 -0.778
C 1.068 2.316 -0.171
C 0.283 2.481 -1.392
C -0.648 3.759 0.337
C 0.530 3.157 0.828
C -0.824 3.400 -1.034
C 2.268 1.477 -0.041
H 2.495 0.952 -0.969
H 2.082 0.725 0.735
H 3.162 2.021 0.265
C 1.085 3.349 2.188
H 1.918 4.065 2.154
H 1.466 2.403 2.601
H 0.321 3.752 2.864
C -1.458 4.773 1.055
H -0.839 5.625 1.380
H -1.928 4.349 1.957
H -2.263 5.164 0.417
C -1.686 4.112 -2.022
H -1.076 4.503 -2.852
H -2.197 4.960 -1.551
H -2.446 3.432 -2.435
C 0.738 2.194 -2.776
H -0.083 2.355 -3.484
H 1.076 1.153 -2.837
H 1.581 2.841 -3.050
C 3.960 -3.874 0.817
C 4.663 -3.703 -0.306
C 4.370 -4.214 -1.693
C 2.910 -4.443 -2.101
C 2.062 -3.266 -1.736
C 1.481 -3.132 -0.550
C 1.415 -4.206 0.481
C 2.755 -4.754 0.999
H 4.960 -5.121 -1.873
H 2.520 -5.381 -1.678
H 4.773 -3.450 -2.374
H 2.938 -5.726 0.539
H 4.228 -3.319 1.719
H 5.606 -3.155 -0.229
H 2.623 -4.953 2.068
H 0.809 -3.814 1.319
H 0.978 -2.210 -0.256
H 0.836 -5.053 0.060
H 2.878 -4.580 -3.191
H 1.995 -2.501 -2.510
P -0.942 -1.076 -1.246
C -1.325 -3.068 -1.391
C -0.633 -1.185 -3.074
P -3.104 0.645 -1.398
C -2.864 -1.099 -0.945
C -3.300 0.630 -3.217
C -4.619 0.989 -0.583
H -1.740 -3.427 -0.436
H -0.435 -3.649 -1.673
H -2.087 -3.174 -2.184
H -1.387 -1.808 -3.569
H 0.341 -1.662 -3.227
H -0.600 -0.207 -3.559
H -5.412 1.084 -1.329
H -4.494 1.916 -0.025
H -4.772 0.156 0.114
H -3.026 -1.336 0.124
H -3.416 -1.772 -1.613
H -3.761 1.584 -3.511
H -3.931 -0.236 -3.475
H -2.329 0.583 -3.725
Br 1.575 -0.616 3.106
C 0.337 0.447 4.129
C 0.717 1.033 5.343
C -0.111 1.983 5.949
C -1.304 2.360 5.325
C -1.695 1.740 4.140
C -0.915 0.730 3.559
C -1.324 0.223 2.184
O -1.277 -0.972 1.827
O -1.734 1.212 1.448
H 1.685 0.777 5.767
H 0.209 2.455 6.880
H -1.933 3.141 5.750
H -2.616 2.021 3.643
```

=====

4.
12 unconnected molecules or ions with the total composition C26H49BCl8FO14S6 at a distorted geometry. Source: OMol25; level of theory: ωB97M-V with the def2-TZVPD basis set.

HOMO-LUMO gap, hartree: 0.3280
HOMO, eV: -7.08
ΔE to the lowest compared entry with this formula, charge and spin, eV: 0.000
E_tot, a.u.: -8268.94213
Charge: -1

```
105
C26H49BCl8FO14S6, DFT ωB97M-V with the def2-TZVPD basis set
O -27.233 -1.398 13.662
C -26.427 -1.079 12.910
O -25.131 -0.618 13.196
B -24.433 -0.309 11.969
O -25.456 -0.413 10.883
C -26.525 -1.049 11.347
O -27.436 -1.501 10.753
O -23.264 -1.163 11.761
C -22.174 -0.458 11.732
O -21.023 -0.794 11.685
C -22.571 1.038 11.813
O -23.920 1.055 11.967
O -21.840 1.957 11.703
F -27.065 4.400 8.701
C -26.402 3.460 8.066
C -26.175 3.690 6.718
C -25.397 2.808 5.918
C -24.874 1.732 6.570
C -24.994 1.598 7.954
C -25.711 2.475 8.737
H -26.669 4.545 6.344
H -25.328 3.082 4.879
H -24.304 0.984 6.012
H -24.537 0.726 8.439
H -25.785 2.429 9.816
C -24.082 4.894 12.649
S -25.109 4.911 11.165
O -25.722 6.280 11.038
C -23.609 4.663 10.035
H -24.826 4.850 13.461
H -23.667 5.879 12.711
H -23.362 4.095 12.684
H -23.220 3.662 10.104
H -22.760 5.301 10.341
H -23.849 4.772 8.965
C -19.676 -2.835 8.856
S -18.123 -3.715 9.333
O -17.957 -4.870 8.411
C -16.933 -2.529 8.720
H -19.816 -2.105 9.620
H -20.441 -3.544 8.915
H -19.576 -2.384 7.877
H -17.025 -1.556 9.253
H -17.059 -2.292 7.686
H -15.899 -2.840 8.973
C -32.227 -2.771 10.904
S -32.234 -4.618 11.145
O -33.593 -5.121 11.330
C -31.672 -5.107 9.556
H -31.215 -2.379 10.770
H -32.633 -2.370 11.819
H -32.912 -2.501 10.081
H -30.756 -4.661 9.165
H -32.462 -4.810 8.894
H -31.580 -6.158 9.479
C -16.418 1.698 12.233
S -17.828 1.252 11.231
O -17.222 0.832 9.921
C -18.182 -0.304 12.086
H -15.860 2.465 11.710
H -15.726 0.832 12.279
H -16.733 2.038 13.150
H -18.729 -0.927 11.351
H -18.815 0.042 12.883
H -17.256 -0.788 12.370
C -21.940 -0.337 15.246
S -22.575 0.974 16.334
O -21.504 1.583 17.173
C -22.875 2.172 15.012
H -22.690 -0.532 14.420
H -21.665 -1.223 15.788
H -21.107 -0.003 14.625
H -23.272 3.100 15.427
H -23.627 1.725 14.385
H -21.932 2.252 14.492
C -28.945 0.551 8.290
S -30.082 0.090 7.040
O -30.602 1.370 6.532
C -28.968 -0.560 5.811
H -29.463 1.307 8.850
H -28.139 1.125 7.820
H -28.448 -0.233 8.882
H -28.530 0.288 5.281
H -29.586 -1.100 5.162
H -28.209 -1.293 6.210
C -21.224 -4.302 12.603
Cl -22.809 -4.693 13.451
Cl -19.913 -5.406 13.032
H -21.399 -4.155 11.560
H -20.949 -3.336 12.981
C -21.181 1.064 7.875
Cl -19.395 0.931 8.137
Cl -22.051 -0.439 8.192
H -21.487 1.845 8.565
H -21.325 1.365 6.843
C -27.321 1.774 14.682
Cl -27.097 2.309 12.969
Cl -26.017 2.215 15.756
H -28.203 2.265 15.107
H -27.496 0.694 14.679
C -25.092 -2.557 16.043
Cl -26.390 -3.823 16.037
Cl -24.848 -1.749 17.623
H -24.191 -3.175 15.781
H -25.400 -1.844 15.331
```

=====

Question: The lowest ΔE to the lowest compared entry with this formula, charge and spin belongs to which entry?
Answer: C26H49BCl8FO14S6